{
  "formula": "C49H62F4N7O2SeW",
  "method": "ωB97M-V/def2-TZVPD",
  "symbols": ["W", "C", "N", "C", "C", "C", "N", "C", "C", "F", "C", "F", "C", "C", "F", "C", "F", "H", "H", "H", "H", "H", "H", "H", "H", "H", "H", "H", "C", "C", "C", "C", "C", "C", "C", "Se", "C", "C", "C", "C", "C", "C", "O", "C", "C", "C", "C", "C", "C", "C", "C", "C", "O", "C", "C", "C", "C", "C", "C", "H", "H", "H", "H", "H", "H", "H", "H", "H", "H", "H", "H", "H", "H", "H", "H", "H", "H", "H", "H", "H", "H", "H", "H", "H", "H", "H", "H", "H", "H", "H", "H", "H", "H", "H", "H", "H", "H", "H", "H", "C", "C", "N", "C", "C", "N", "C", "N", "N", "N", "C", "C", "C", "C", "C", "C", "H", "H", "H", "H", "H", "H", "H", "H", "H", "H", "H"],
  "xyz": [[-0.411, -0.179, 0.676], [-0.707, -2.246, 2.831], [-0.548, -0.754, 2.757], [-1.653, -0.140, 3.557], [0.805, -0.332, 3.258], [1.810, -0.173, 2.112], [1.287, 0.692, 0.965], [2.248, 1.447, 0.248], [1.927, 2.686, -0.312], [0.698, 3.194, -0.145], [2.848, 3.409, -1.050], [2.471, 4.568, -1.559], [4.125, 2.926, -1.260], [4.453, 1.691, -0.735], [5.647, 1.167, -0.945], [3.532, 0.955, -0.008], [3.868, -0.274, 0.399], [-1.665, -2.528, 2.393], [0.104, -2.738, 2.299], [-0.690, -2.542, 3.880], [-1.593, -0.514, 4.581], [-2.610, -0.428, 3.124], [-1.557, 0.940, 3.559], [1.177, -1.074, 3.967], [0.681, 0.609, 3.787], [2.682, 0.342, 2.516], [2.149, -1.138, 1.732], [4.847, 3.496, -1.831], [-3.965, 0.355, -6.019], [-3.735, -1.068, -5.489], [-5.023, -1.872, -5.668], [-2.615, -1.746, -6.294], [-3.306, -0.989, -4.028], [-2.153, -0.272, -3.691], [-1.750, -0.230, -2.376], [-0.127, 0.665, -1.854], [1.086, -0.781, -2.229], [1.752, -0.813, -3.427], [2.539, -1.931, -3.742], [2.593, -2.948, -2.804], [1.934, -2.951, -1.559], [1.180, -1.822, -1.293], [0.467, -1.577, -0.111], [2.170, -4.160, -0.650], [1.350, -4.122, 0.636], [1.792, -5.444, -1.405], [3.659, -4.190, -0.268], [3.277, -1.982, -5.074], [4.080, -3.272, -5.236], [2.247, -1.894, -6.211], [4.237, -0.786, -5.153], [-2.483, -0.865, -1.377], [-1.993, -0.720, -0.082], [-3.649, -1.571, -1.648], [-4.012, -1.610, -2.999], [-4.447, -2.293, -0.560], [-4.900, -1.303, 0.525], [-3.566, -3.398, 0.044], [-5.706, -2.954, -1.127], [-4.282, 0.310, -7.061], [-3.059, 0.962, -5.980], [-4.745, 0.865, -5.451], [-5.286, -1.893, -6.725], [-5.862, -1.423, -5.134], [-4.907, -2.907, -5.342], [-2.904, -1.805, -7.343], [-2.434, -2.760, -5.935], [-1.678, -1.189, -6.243], [-1.579, 0.238, -4.454], [1.661, 0.013, -4.121], [3.201, -3.809, -3.030], [0.280, -4.028, 0.435], [1.688, -3.306, 1.284], [1.506, -5.049, 1.187], [0.751, -5.418, -1.731], [1.921, -6.301, -0.744], [2.418, -5.617, -2.278], [3.947, -3.284, 0.271], [4.300, -4.275, -1.145], [3.858, -5.049, 0.373], [3.442, -4.156, -5.219], [4.849, -3.373, -4.468], [4.586, -3.258, -6.201], [1.543, -2.727, -6.168], [2.758, -1.933, -7.172], [1.681, -0.961, -6.180], [4.977, -0.823, -4.351], [3.711, 0.169, -5.094], [4.770, -0.806, -6.103], [-4.904, -2.158, -3.257], [-4.068, -0.804, 1.024], [-5.471, -1.836, 1.286], [-5.552, -0.537, 0.100], [-4.097, -3.897, 0.856], [-3.323, -4.150, -0.708], [-2.623, -3.007, 0.435], [-6.386, -2.225, -1.568], [-6.238, -3.453, -0.318], [-5.469, -3.713, -1.874], [-0.047, 3.046, 2.623], [-1.152, 2.793, 1.665], [-1.446, 1.660, 0.963], [-2.619, 1.955, 0.241], [-2.995, 3.214, 0.513], [-2.073, 3.719, 1.409], [-2.065, 5.120, 1.904], [-1.302, 5.966, 1.062], [0.063, 5.912, 1.144], [0.568, 6.668, 0.261], [-0.451, 7.271, -0.450], [-0.399, 8.200, -1.494], [-1.600, 8.634, -1.999], [-2.829, 8.168, -1.484], [-2.896, 7.257, -0.453], [-1.671, 6.819, 0.051], [0.697, 2.266, 2.593], [-0.438, 3.132, 3.640], [0.431, 3.996, 2.369], [-3.106, 1.243, -0.398], [-3.831, 3.794, 0.162], [-1.654, 5.123, 2.912], [-3.099, 5.455, 1.940], [0.548, 8.562, -1.868], [-1.614, 9.359, -2.801], [-3.748, 8.552, -1.906], [-3.848, 6.933, -0.053]],
  "atomic_forces_ev_per_a": [[0.16, 0.15, 0.09], [0.01, -0.05, -0.04], [-0.10, 0.03, 0.09], [0.00, -0.03, 0.05], [-0.03, 0.08, 0.06], [0.16, 0.04, -0.12], [-0.05, -0.08, 0.11], [0.10, 0.01, -0.12], [-0.03, 0.04, 0.09], [0.02, -0.03, -0.03], [0.03, -0.05, 0.00], [-0.01, 0.03, 0.00], [-0.03, -0.01, 0.01], [-0.05, 0.01, 0.02], [0.02, -0.02, -0.01], [-0.04, -0.02, -0.04], [-0.01, -0.01, 0.04], [0.03, 0.01, 0.01], [-0.05, 0.02, 0.04], [0.00, 0.00, -0.02], [0.00, -0.01, -0.01], [0.02, 0.01, 0.01], [0.00, -0.01, 0.00], [0.02, 0.02, -0.01], [-0.01, -0.02, 0.00], [0.02, -0.02, -0.04], [-0.01, 0.02, -0.02], [0.01, 0.00, 0.00], [-0.01, -0.01, 0.01], [-0.01, 0.01, 0.00], [0.02, 0.01, 0.00], [0.00, 0.00, 0.01], [-0.02, -0.02, 0.03], [0.01, -0.01, 0.05], [-0.04, 0.01, 0.03], [-0.02, -0.22, 0.06], [0.03, 0.06, 0.05], [0.00, 0.01, 0.02], [-0.01, -0.02, 0.06], [-0.01, 0.06, -0.01], [0.07, -0.02, 0.04], [0.11, 0.11, -0.02], [-0.24, -0.23, -0.21], [0.01, 0.01, 0.02], [0.03, 0.02, -0.01], [-0.02, -0.01, 0.02], [-0.03, -0.02, -0.01], [0.00, 0.01, -0.01], [0.00, 0.02, 0.00], [0.00, 0.00, 0.01], [0.00, -0.02, 0.01], [-0.13, -0.05, -0.01], [0.22, -0.01, -0.18], [0.01, 0.03, -0.03], [0.04, 0.04, -0.03], [0.01, -0.03, 0.01], [0.02, 0.00, -0.02], [0.01, 0.02, -0.02], [0.01, -0.01, 0.01], [0.00, 0.00, -0.01], [0.01, 0.01, 0.00], [-0.01, 0.01, 0.00], [0.00, 0.00, -0.01], [-0.02, 0.00, 0.01], [0.00, -0.01, 0.00], [0.00, 0.00, -0.01], [0.01, -0.01, 0.00], [0.01, 0.01, 0.00], [0.01, 0.00, -0.02], [-0.01, 0.00, -0.02], [0.00, -0.03, 0.00], [-0.01, -0.01, 0.02], [0.00, -0.01, -0.02], [0.00, 0.00, 0.01], [-0.01, -0.01, 0.00], [0.00, -0.01, 0.00], [0.02, 0.02, -0.03], [0.00, 0.01, 0.00], [0.02, -0.01, 0.00], [0.01, -0.01, 0.01], [-0.01, -0.01, 0.00], [0.01, -0.01, 0.01], [0.00, 0.00, 0.00], [-0.01, -0.01, 0.00], [0.00, 0.00, -0.01], [-0.01, 0.01, 0.00], [0.01, 0.00, 0.01], [-0.01, 0.02, 0.00], [0.01, 0.00, -0.01], [-0.01, 0.00, 0.00], [0.02, 0.00, 0.00], [-0.02, 0.00, 0.01], [0.00, 0.02, 0.00], [0.00, 0.00, 0.01], [0.00, -0.01, 0.00], [-0.02, -0.01, 0.02], [-0.01, 0.00, -0.01], [-0.01, 0.00, 0.00], [0.00, -0.01, -0.01], [0.00, 0.10, 0.00], [0.03, -0.04, 0.01], [-0.23, 0.23, 0.03], [-0.04, 0.03, 0.05], [0.04, -0.06, -0.07], [0.01, -0.03, 0.02], [0.00, 0.03, 0.01], [0.02, 0.07, 0.00], [0.03, -0.10, 0.03], [0.03, 0.00, 0.02], [-0.08, -0.02, 0.01], [0.01, -0.02, 0.02], [-0.02, 0.00, 0.00], [0.02, 0.00, 0.00], [0.01, 0.00, -0.01], [0.00, -0.02, -0.03], [0.04, 0.01, -0.04], [0.00, -0.01, 0.01], [0.00, -0.02, 0.01], [0.00, 0.03, 0.01], [-0.01, 0.01, -0.02], [-0.02, -0.01, -0.03], [0.02, 0.00, 0.01], [0.01, 0.00, 0.00], [0.00, 0.01, -0.01], [-0.01, 0.00, 0.00], [-0.02, 0.00, 0.00]],
  "total_charge": 3,
  "max_force_ev_per_a": 0.40,
  "e_above_lowest_kj_mol": 78.9,
  "lumo_energy_ev": -10.5771,
  "e_tot_ha": -5305.234402,
  "gap_ev": 4.405
}


{
  "formula": "C5CdClF3O3",
  "method": "ωB97M-V/def2-TZVPD",
  "symbols": ["O", "C", "O", "C", "O", "C", "C", "F", "F", "F", "C", "Cl", "Cd"],
  "xyz": [[3.120, -1.525, 0.913], [2.208, -0.706, 0.641], [2.229, 0.736, 0.836], [0.870, 1.159, 0.554], [0.481, 2.354, 0.684], [-0.020, -0.082, 0.035], [-1.549, -0.008, -0.416], [-2.181, -1.285, -0.302], [-1.691, 0.562, -1.765], [-2.265, 0.847, 0.563], [0.803, -1.257, 0.052], [0.477, -2.973, -0.398], [-2.481, 2.178, -1.397]],
  "atomic_forces_ev_per_a": [[-4.50, 4.97, -1.34], [3.51, -4.48, 0.99], [-3.88, -2.10, -1.11], [-0.74, 2.83, 0.11], [1.32, -5.46, -1.02], [1.34, -1.54, -0.37], [2.03, -5.16, 5.52], [1.78, 4.95, -1.42], [1.64, -5.35, 0.10], [0.86, -0.86, -3.70], [-1.40, 2.15, -0.02], [0.84, 3.53, 0.98], [-2.78, 6.53, 1.29]],
  "total_charge": 2,
  "max_force_ev_per_a": 7.82,
  "lumo_energy_ev": -13.6462,
  "e_tot_ha": -1342.807242,
  "gap_ev": 4.578
}